Record 1
A molecular structure, C43H39BrN5O4RuS3. Source: the Open Molecules 2025 dataset; level of theory: ωB97M-V/def2-TZVPD.

Cartesian coordinates (Å):
Ru: -1.011 -1.818 0.909
Br: -1.420 -2.313 -1.483
S: 7.998 -0.801 -0.332
S: -0.342 -1.169 4.800
S: 1.317 1.291 4.399
O: -0.432 4.059 -2.041
O: -0.775 -3.847 1.502
O: -3.091 -4.906 4.581
O: 9.218 1.285 0.557
N: -3.419 -2.716 1.321
N: -0.368 2.185 -3.265
N: 0.258 -0.082 2.447
N: -3.087 -1.501 0.999
N: -1.339 0.183 0.458
C: -1.427 -6.553 1.797
C: 1.536 1.849 2.761
C: -1.624 2.514 1.445
C: -1.234 3.066 0.301
C: 5.433 -1.100 -1.272
C: -0.655 2.858 -2.119
C: -3.927 3.213 -2.361
C: 4.083 -1.376 -1.141
C: 1.650 2.368 -0.008
C: 2.205 2.916 2.285
C: -2.733 -8.168 2.976
C: 6.863 1.656 0.590
C: -0.394 0.888 -0.400
C: 0.929 1.131 0.393
C: -2.055 1.106 1.401
C: 0.363 -0.075 3.829
C: -3.163 -7.201 3.867
C: 0.568 -0.004 -3.987
C: 6.280 -1.207 -0.173
C: -3.751 2.546 -1.152
C: 0.942 -1.921 0.504
C: 2.258 3.180 0.865
C: 2.134 -1.910 0.258
C: 0.168 3.002 -4.360
C: -0.670 0.795 -3.610
C: 8.116 0.848 0.364
C: -4.909 4.180 -2.502
C: -2.711 -5.892 3.732
C: -5.743 4.483 -1.434
C: 1.655 3.285 -4.214
C: -1.860 -7.855 1.938
C: -3.661 -0.537 0.363
C: -2.718 0.592 0.152
C: -5.586 3.813 -0.230
C: -1.842 -5.562 2.689
C: 3.547 -1.757 0.094
C: -2.652 1.519 -1.039
C: 5.766 -1.640 1.047
C: -1.202 2.133 -0.879
C: -4.595 2.852 -0.090
C: 0.847 0.927 1.875
C: -1.388 -4.186 2.511
C: 4.416 -1.904 1.182
H: 7.092 2.437 1.311
H: 3.422 -1.295 -1.995
H: -4.170 -3.068 0.716
H: 6.431 -1.752 1.894
H: 2.000 3.924 -5.028
H: -3.086 -9.185 3.095
H: -6.237 4.037 0.605
H: -0.932 4.095 0.181
H: -0.183 0.204 -1.216
H: -4.706 -0.528 0.080
H: -5.028 4.694 -3.447
H: -0.037 2.465 -5.287
H: 4.010 -2.218 2.135
H: -1.154 0.286 -2.788
H: -0.763 -6.262 0.994
H: -3.284 2.975 -3.202
H: 2.711 3.593 2.963
H: 2.800 4.049 0.519
H: 6.594 2.119 -0.362
H: 1.843 3.809 -3.277
H: -1.389 0.798 -4.436
H: 1.288 -0.004 -3.166
H: 0.286 -1.040 -4.176
H: 1.717 2.574 -1.070
H: -2.338 0.613 2.321
H: 1.058 0.389 -4.879
H: 1.564 0.279 0.085
H: -4.482 2.336 0.856
H: -2.684 0.893 -1.929
H: 6.019 1.056 0.921
H: -3.847 -7.454 4.668
H: -1.570 -3.469 3.316
H: -6.515 5.233 -1.542
H: -1.677 3.056 2.380
H: 5.836 -0.783 -2.225
H: -1.532 -8.620 1.249
H: -0.381 3.943 -4.384
H: -3.684 -5.264 5.250
H: 2.241 2.365 -4.230

Results
energy above the lowest of the compared OMol25 structures with the same formula, charge and spin	4.095	eV
molar mass	967.0	g mol⁻¹
2S+1	2
charge	0


Record 2
A single C19H18Br2N2O6S molecule in a non-equilibrium geometry. Source: the Open Molecules 2025 dataset; level of theory: ωB97M-V/def2-TZVPD.

Cartesian coordinates (Å):
Br: 3.897 -3.474 4.906
Br: -0.288 -6.663 2.598
S: -0.650 3.585 -1.420
O: -2.558 -2.423 2.792
O: 2.194 2.528 -0.378
O: -1.505 4.528 -2.154
O: 0.171 4.220 -0.383
O: 2.266 -6.097 4.078
O: 0.902 0.161 -2.352
N: 0.422 2.782 -2.535
N: -3.372 -1.047 1.140
C: -3.606 0.997 -0.360
C: -2.903 2.069 -0.900
C: -1.533 0.193 0.687
C: -0.837 1.253 0.076
C: 1.893 -2.536 3.121
C: 2.763 2.876 -1.647
C: 0.207 -1.368 1.712
C: 0.617 -4.984 2.835
C: -1.092 -0.962 1.481
C: -0.218 0.483 -3.159
C: 0.708 -2.576 2.400
C: 2.384 -3.668 3.768
C: 1.745 -4.898 3.636
C: 0.078 -3.831 2.252
C: -2.905 0.077 0.463
C: -1.572 2.211 -0.669
C: -2.352 -1.597 1.895
C: -0.074 1.932 -3.651
C: 1.728 3.472 -2.676
H: 1.096 1.026 -1.893
H: 0.951 -0.673 1.356
H: -4.332 -1.262 1.259
H: 1.657 -6.827 3.853
H: 2.452 -1.626 3.161
H: -4.670 0.919 -0.572
H: -1.153 0.316 -2.623
H: 3.277 2.017 -2.051
H: 1.648 3.310 -0.038
H: -3.475 2.801 -1.482
H: 1.650 4.530 -2.585
H: -0.241 -0.206 -4.023
H: 0.260 1.282 0.235
H: 3.535 3.618 -1.520
H: 0.605 1.999 -4.501
H: 2.074 3.291 -3.711
H: -0.791 -4.025 1.609
H: -1.052 2.269 -4.031

Results
electronic energy	-6841.9548	Ha
molar mass	562.2	g mol⁻¹
charge	0
SMILES string	O=C1Nc2ccc(S(=O)(=O)N(CCO)CCO)cc2/C1=C/c1cc(Br)c(O)c(Br)c1


Record 3
A molecular structure, C4H5IrO2 in a non-equilibrium geometry. Source: the Open Molecules 2025 dataset; level of theory: ωB97M-V/def2-TZVPD.

Cartesian coordinates (Å):
Ir: 3.603 1.945 -1.200
O: 2.286 1.574 1.527
O: -1.622 -2.130 -0.483
C: -0.434 -0.407 0.450
C: 0.188 0.895 0.435
C: -1.063 -0.881 -0.846
C: 1.197 1.261 1.226
H: -0.300 -1.123 -1.610
H: -0.892 -0.611 1.425
H: -0.065 1.647 -0.320
H: -1.141 -2.079 0.589
H: -1.759 -0.093 -1.192

Results
energy above the lowest of the compared OMol25 structures with the same formula, charge and spin	1.564	eV
molar mass	277.3	g mol⁻¹
2S+1	6
charge	+1


Record 4
A molecular structure, H3N3O2S in a non-equilibrium geometry. Source: the Open Molecules 2025 dataset; level of theory: ωB97M-V/def2-TZVPD.

Cartesian coordinates (Å):
S: -0.556 1.560 0.060
O: 2.846 -0.866 0.052
O: 0.735 -1.325 -0.071
N: 1.795 -0.303 -0.028
N: -2.162 0.938 0.139
N: 1.556 0.870 -0.060
H: -2.430 0.272 -0.600
H: -2.808 0.974 0.953
H: 1.023 -2.121 -0.446

Results
energy above the lowest of the compared OMol25 structures with the same formula, charge and spin	3.641	eV
molar mass	109.1	g mol⁻¹
charge	0


Record 5
9 unconnected molecules or ions with the total composition C20H60N14O12 in a non-equilibrium geometry. Source: the Open Molecules 2025 dataset; level of theory: ωB97M-V/def2-TZVPD.

Cartesian coordinates (Å):
O: -1.363 -0.642 -7.645
O: 5.977 5.724 3.460
O: -6.651 -3.454 -2.408
O: -0.462 -3.267 2.994
O: -0.171 3.643 -0.126
O: -2.925 2.057 8.085
O: -4.656 2.389 -9.562
O: 2.073 5.506 6.689
O: -1.802 -0.681 8.513
O: 4.268 1.209 -5.286
O: -1.631 -8.928 0.447
O: 5.451 -5.660 -1.632
N: -1.203 -11.157 0.858
N: 0.076 -1.158 2.623
N: 5.178 -0.813 -4.862
N: 4.779 4.002 5.688
N: -0.906 -9.751 2.413
N: -0.257 -2.486 0.959
N: 6.978 -7.108 -1.212
N: -2.136 4.104 -1.030
N: 3.943 0.056 -3.437
N: -1.580 5.109 0.763
N: -5.616 -4.666 -0.875
N: -6.000 -5.567 -2.783
N: -2.698 1.714 -6.844
N: 4.997 -7.183 -0.154
C: -6.088 -4.480 -2.092
C: -3.510 2.832 -7.424
C: -2.550 -0.716 -6.754
C: -0.252 -2.335 2.235
C: 5.107 4.630 3.389
C: -3.325 1.151 9.162
C: -0.546 -1.764 -7.458
C: -5.828 3.268 -9.779
C: 3.180 4.966 7.456
C: 3.859 3.734 6.831
C: 5.413 6.995 3.656
C: -3.201 -0.406 8.852
C: -1.300 -9.874 1.161
C: -3.523 2.967 -8.983
C: -1.186 4.269 -0.141
C: -3.473 0.464 -6.991
C: 4.047 4.483 4.547
C: 1.512 6.700 7.154
C: 5.750 -6.645 -1.011
C: 4.477 0.248 -4.581
H: -2.686 2.348 -9.305
H: -3.814 -0.800 8.041
H: 2.181 7.559 7.191
H: 6.123 7.811 3.522
H: 4.043 -6.868 -0.049
H: -6.159 3.576 -8.787
H: -3.503 -0.907 9.772
H: -0.219 -1.804 -6.419
H: -1.207 -11.342 -0.135
H: -5.614 3.940 -10.610
H: -4.347 1.462 9.379
H: -4.324 0.398 -6.313
H: 2.719 4.815 8.432
H: 7.304 -7.938 -0.738
H: -0.609 -3.396 0.699
H: 3.405 0.755 -2.947
H: -0.758 -11.693 1.589
H: -2.959 3.716 -7.103
H: -0.922 5.341 1.494
H: -3.322 3.992 -9.295
H: 5.575 3.695 3.082
H: -0.918 -8.902 2.961
H: -5.010 -5.459 -0.726
H: -1.778 1.639 -7.255
H: -5.648 -6.406 -2.344
H: 0.214 -0.484 1.884
H: 4.542 4.779 2.469
H: 3.590 5.453 4.746
H: 5.357 3.230 5.387
H: 0.135 -1.831 0.298
H: 5.216 -8.087 0.238
H: 3.146 2.925 6.668
H: 0.716 6.979 6.463
H: -1.966 2.074 8.038
H: -0.573 -10.606 2.834
H: -1.803 -1.355 7.830
H: -3.089 -1.641 -6.962
H: -2.164 -0.716 -5.735
H: 0.099 -0.838 3.581
H: 3.841 5.810 7.651
H: 3.275 3.775 4.247
H: -4.506 2.917 -6.990
H: 0.344 -1.478 -8.019
H: 4.235 -0.828 -3.044
H: -1.947 3.418 -1.747
H: -2.894 4.768 -1.098
H: 4.988 -1.600 -4.259
H: 7.663 -6.592 -1.746
H: 4.422 3.325 7.669
H: -2.562 5.329 0.844
H: 4.662 7.077 2.870
H: -3.856 0.421 -8.010
H: -2.758 1.392 10.061
H: 5.502 -0.895 -5.815
H: -5.522 -3.729 -0.509
H: 5.000 7.041 4.664
H: -6.368 -5.488 -3.720
H: -6.592 2.554 -10.087
H: 0.905 6.584 8.052
H: -1.035 -2.692 -7.754

Results
electronic energy	-2467.3998	Ha
molar mass	688.8	g mol⁻¹
charge	0
SMILES string	COCCNCCOC.COCCNCCOC.NC(N)=O.NC(N)=O.NC(N)=O.NC(N)=O.NC(N)=O.NC(N)=O.OCCO


Record 6
5 unconnected molecules or ions with the total composition C29H42BrF9NO8 in a non-equilibrium geometry. Source: the Open Molecules 2025 dataset; level of theory: ωB97M-V/def2-TZVPD.

Cartesian coordinates (Å):
Br: 2.550 -4.386 1.273
F: -1.249 -1.119 2.297
F: -2.374 1.641 2.711
F: 0.321 1.075 2.080
F: -4.047 0.792 1.653
F: -3.353 -0.162 3.390
F: -2.872 -1.279 0.917
F: 0.296 2.091 0.112
F: -1.310 -0.430 -0.717
F: -2.004 1.445 0.035
O: 5.764 -2.894 -0.844
O: -6.701 5.313 -1.395
O: -3.488 -5.663 2.992
O: -1.415 1.905 -4.548
O: -1.747 0.601 -6.347
O: -4.972 4.092 -0.640
O: 6.851 -0.943 -0.591
O: -1.657 -4.739 2.057
N: 3.781 3.221 2.391
C: 0.185 0.833 0.694
C: -2.063 0.944 -5.242
C: 2.978 -2.589 2.006
C: 1.682 -1.775 1.996
C: 6.339 -1.755 -1.306
C: -5.853 5.686 0.849
C: -2.813 -5.021 1.994
C: 5.341 -3.709 -1.953
C: 6.266 -1.708 -2.817
C: -2.012 -0.401 1.507
C: -4.265 3.948 0.608
C: 4.924 2.364 2.016
C: -3.738 -4.779 0.819
C: -3.364 1.422 -3.323
C: -1.257 0.344 0.354
C: 5.195 -2.747 -3.121
C: -5.918 5.053 -0.527
C: -2.947 0.541 2.334
C: 5.377 2.601 0.564
C: -5.115 -4.963 1.446
C: -3.185 0.363 -4.404
C: -4.470 5.266 1.334
C: 3.135 1.705 -0.433
C: 2.625 0.569 0.491
C: -4.827 -5.952 2.565
C: 4.696 1.706 -0.491
C: -1.967 2.006 -3.219
C: 1.166 -1.475 0.544
C: 1.244 0.005 0.069
H: 4.688 1.317 2.227
H: -4.063 2.187 -3.670
H: 1.737 -0.882 2.623
H: 4.210 -2.278 -3.092
H: 5.767 2.642 2.665
H: -3.601 -3.779 0.420
H: -5.953 6.767 0.783
H: -4.867 -6.989 2.223
H: -3.737 1.033 -2.377
H: 6.104 -4.472 -2.132
H: 3.365 -2.775 3.008
H: -5.455 -4.015 1.868
H: 0.159 -1.883 0.423
H: -3.728 5.993 1.000
H: 2.940 2.678 2.540
H: -5.876 -5.312 0.749
H: -3.215 3.744 0.410
H: -1.977 3.049 -2.910
H: 7.238 -1.992 -3.225
H: 5.307 3.670 0.341
H: 3.987 3.795 3.196
H: 2.742 1.614 -1.445
H: 4.968 2.121 -1.476
H: -5.507 -5.833 3.408
H: 6.452 2.355 0.531
H: 5.985 -0.716 -3.161
H: 3.318 -0.276 0.353
H: -4.085 0.231 -4.999
H: 0.925 -2.420 2.464
H: 5.308 -3.229 -4.091
H: 2.848 2.661 0.017
H: 5.123 0.698 -0.463
H: -6.648 5.268 1.468
H: -3.535 -5.527 0.051
H: -4.388 5.177 2.416
H: 2.670 0.826 1.561
H: -1.332 1.442 -2.534
H: 1.784 -2.049 -0.162
H: 4.402 -4.199 -1.705
H: -4.691 3.103 1.152
H: 3.757 -2.195 1.355
H: -2.858 -0.592 -3.990

Results
electronic energy	-5259.7636	Ha
molar mass	783.5	g mol⁻¹
charge	-1


molar mass of number 2 (C19H18Br2N2O6S)? 562.2 g mol⁻¹